Entry 1:
Molecular formula: C6H4N5O5Sc
Method: DFT, ωB97M-V with the def2-TZVPD basis set

Output
Orbital gap (alpha / beta) = 5.732 / 5.960 eV
Energy relative to the best compared isomer or geometry (same formula, charge and spin) = 176.4 kcal per mole
Max |F| = 14.2 eV/A
LUMO level (alpha / beta) = -11.149 / -10.957 eV
Charge = +2
Molar mass = 271.084 g mol⁻¹

Each line ends with the Mulliken charge.
Geometry (Å):
1 O -0.125 2.813 -3.468  -0.11
2 C -0.122 2.105 -2.563  0.57
3 Sc -0.115 0.940 -1.125  -0.51
4 O -0.125 3.216 0.831  -0.12
5 C -0.122 2.342 0.082  0.67
6 C -0.108 -0.691 -2.493  0.07
7 O -0.194 -1.852 -2.190  -0.15
8 C 1.722 0.758 -1.276  0.61
9 O 2.864 0.673 -1.378  -0.13
10 C -1.951 0.740 -1.275  0.50
11 O -3.093 0.645 -1.375  -0.13
12 H -0.015 -0.412 -3.570  0.43
13 N 1.068 -1.397 3.683  -0.61
14 N 0.413 -1.215 2.474  1.30
15 N -0.617 -1.938 2.066  -0.75
16 C -0.945 -1.405 0.872  -0.20
17 N -0.115 -0.382 0.582  0.17
18 N 0.728 -0.281 1.596  -0.62
19 H 1.853 -0.783 3.945  0.28
20 H 0.761 -2.133 4.335  0.30
21 H -1.761 -1.742 0.249  0.41


Entry 2:
Molecular formula: C6H4N6O7
Method: DFT, ωB97M-V with the def2-TZVPD basis set

Output
Orbital gap = 7.301 eV
Max |F| = 3.1 eV/A
LUMO level = -2.470 eV
Charge = 0
Molar mass = 272.133 g mol⁻¹

Each line ends with the Mulliken charge.
Geometry (Å):
1 O 0.458 -1.150 4.046  -0.64
2 N 0.417 -1.449 2.866  0.74
3 C 0.685 -0.818 1.659  0.43
4 C 0.395 -1.733 0.636  0.52
5 N 0.035 -2.950 1.139  -0.49
6 O 0.041 -2.762 2.498  -0.16
7 C 0.363 -1.251 -0.733  -0.15
8 N 0.069 -2.075 -1.894  0.90
9 O 0.183 -3.307 -1.868  -0.53
10 O -0.271 -1.439 -2.931  -0.58
11 C 0.602 0.104 -1.005  -0.66
12 C 0.966 0.944 0.043  -0.12
13 N 0.997 2.342 0.072  0.81
14 O 0.975 3.176 -0.824  -0.65
15 O 0.902 2.716 1.407  -0.15
16 N 0.941 1.621 2.252  -0.49
17 C 0.984 0.549 1.399  0.16
18 H 0.587 0.471 -2.031  0.96
19 N -1.850 1.451 -1.886  -0.58
20 O -2.102 1.230 -0.466  -0.39
21 H -0.934 1.897 -1.880  0.33
22 H -1.702 0.503 -2.234  0.40
23 H -2.739 1.933 -0.265  0.32


Entry 3:
Molecular formula: C6H4NO2PdS4Sb
Method: DFT, ωB97M-V with the def2-TZVPD basis set

Output
Orbital gap (alpha / beta) = 7.250 / 5.904 eV
2S+1 = 5
Energy relative to the best compared isomer or geometry (same formula, charge and spin) = 0.0 kcal per mole
⟨S²⟩ = 6.038
Max |F| = 1.0 eV/A
LUMO level (alpha / beta) = -1.897 / -3.175 eV
Charge = 0
Molar mass = 478.551 g mol⁻¹

Each line ends with the Mulliken charge.
Geometry (Å):
1 Pd -0.945 -1.636 0.000  0.25
2 O 0.206 -0.132 3.617  -0.63
3 C -0.137 -0.381 2.480  0.71
4 O -0.506 -1.515 2.011  -0.64
5 C -0.132 0.776 1.460  0.36
6 C 0.324 2.037 1.792  -0.40
7 C 0.322 3.022 0.817  -0.24
8 C -0.138 2.716 -0.456  -0.70
9 C -0.585 1.433 -0.716  -0.07
10 N -0.581 0.497 0.233  -0.14
11 H 0.670 2.204 2.802  0.46
12 H 0.677 4.018 1.044  0.42
13 H -0.152 3.458 -1.241  0.38
14 H -0.962 1.133 -1.685  0.31
15 S 0.824 -2.958 -4.364  -0.25
16 Sb 0.033 -4.289 -2.581  0.76
17 S 0.697 -3.027 -0.616  -0.06
18 S -1.616 -1.732 -2.094  -0.22
19 S 2.002 -5.625 -2.504  -0.30


Entry 4:
Molecular formula: C6H4O
Method: DFT, ωB97M-V with the def2-TZVPD basis set

Output
Orbital gap = 9.159 eV
Energy relative to the best compared isomer or geometry (same formula, charge and spin) = 98.1 kcal per mole
Max |F| = 1.0 eV/A
LUMO level = 0.521 eV
Charge = 0
Molar mass = 92.097 g mol⁻¹

Each line ends with the Mulliken charge.
Geometry (Å):
1 C -0.394 -2.303 -0.590  0.42
2 C 0.153 -1.231 -0.474  -0.77
3 C 1.208 -0.301 0.684  -0.57
4 C 0.688 0.225 -0.599  0.24
5 C -0.291 1.299 -0.281  -0.46
6 C -0.415 1.245 1.045  -0.29
7 O 0.386 0.275 1.606  -0.19
8 H -0.856 -3.263 -0.683  0.41
9 H 1.308 0.275 -1.493  0.42
10 H -0.781 1.975 -0.969  0.38
11 H -1.006 1.806 1.755  0.42


Entry 5:
Molecular formula: C6H4O
Method: DFT, ωB97M-V with the def2-TZVPD basis set

Output
Orbital gap (alpha / beta) = 8.792 / 8.792 eV
Energy relative to the best compared isomer or geometry (same formula, charge and spin) = 104.5 kcal per mole
Max |F| = 1.4 eV/A
LUMO level (alpha / beta) = 0.114 / 0.113 eV
Charge = 0
Molar mass = 92.097 g mol⁻¹

Each line ends with the Mulliken charge.
Geometry (Å):
1 C 2.271 -0.216 -0.406  -0.24
2 C 1.715 0.306 0.574  -0.22
3 C 0.394 0.184 1.077  0.14
4 C -0.510 1.052 0.482  -0.16
5 C -1.262 0.286 -0.432  -0.22
6 C -0.850 -1.011 -0.258  -0.55
7 O 0.016 -1.122 0.743  -0.20
8 H 1.472 -0.473 -1.142  0.25
9 H -0.470 2.132 0.547  0.40
10 H -1.941 0.649 -1.188  0.38
11 H -1.125 -1.933 -0.749  0.41


Entry 6:
Molecular formula: C6H4O
Method: DFT, ωB97M-V with the def2-TZVPD basis set

Output
Orbital gap = 9.312 eV
Energy relative to the best compared isomer or geometry (same formula, charge and spin) = 148.8 kcal per mole
Max |F| = 4.0 eV/A
LUMO level = 0.288 eV
Charge = 0
Molar mass = 92.097 g mol⁻¹

Each line ends with the Mulliken charge.
Geometry (Å):
1 C -1.980 2.627 0.219  -0.32
2 C -1.111 1.813 0.203  -0.53
3 C -0.220 0.767 0.176  0.37
4 C 1.093 0.676 -0.103  -0.89
5 C 0.956 -0.670 0.028  1.01
6 C 1.095 -1.996 -0.462  -0.31
7 O 1.478 -1.499 0.884  -0.32
8 H -2.703 3.369 0.244  0.44
9 H -0.831 -0.179 0.441  0.07
10 H 1.912 -2.178 -1.149  0.23
11 H 0.312 -2.730 -0.481  0.24